{"formula": "C36H28IN9O3S2Ti", "method": "ωB97M-V/def2-TZVPD", "lumo_ha": [0.0614, 0.0401], "energy_ev": -110232.620, "charge": -1, "orbital_gap_ha": [0.2272, 0.2121], "multiplicity": 2, "e_above_lowest_ev": 0.897, "elements": ["Ti", "C", "C", "C", "C", "C", "N", "C", "C", "C", "C", "C", "C", "C", "N", "C", "C", "C", "N", "C", "C", "N", "C", "C", "C", "N", "H", "H", "H", "H", "H", "H", "H", "H", "H", "H", "H", "H", "H", "H", "H", "H", "H", "H", "S", "C", "S", "C", "C", "N", "C", "N", "O", "C", "O", "C", "C", "C", "C", "C", "C", "C", "C", "C", "N", "H", "H", "H", "H", "H", "H", "N", "C", "O", "C", "I", "H", "H", "H", "H"], "coordinates": [[-0.219, -0.046, 0.413], [-1.174, 5.838, 4.633], [-0.695, 4.628, 3.878], [0.469, 3.953, 4.223], [0.891, 2.835, 3.530], [0.192, 2.328, 2.418], [0.620, 1.220, 1.723], [1.919, 0.749, 2.048], [3.045, 1.470, 1.666], [4.319, 1.013, 1.952], [4.506, -0.192, 2.622], [5.880, -0.750, 2.878], [3.387, -0.925, 2.988], [2.108, -0.464, 2.708], [0.995, -1.282, 3.049], [0.935, -2.257, 3.979], [-0.291, -2.867, 3.870], [-0.931, -2.207, 2.815], [-0.154, -1.248, 2.334], [-0.986, 3.017, 2.086], [-1.419, 4.118, 2.811], [-1.802, 2.585, 1.008], [-2.626, 3.345, 0.270], [-3.419, 2.508, -0.481], [-2.994, 1.231, -0.139], [-2.003, 1.270, 0.755], [-0.529, 6.041, 5.488], [-2.190, 5.698, 5.008], [-1.177, 6.728, 4.001], [1.057, 4.297, 5.067], [1.793, 2.332, 3.846], [2.893, 2.390, 1.117], [5.179, 1.585, 1.624], [6.651, -0.016, 2.648], [6.053, -1.634, 2.259], [5.995, -1.056, 3.918], [3.518, -1.905, 3.423], [1.760, -2.447, 4.641], [-0.661, -3.688, 4.457], [-1.900, -2.376, 2.372], [-2.364, 4.576, 2.544], [-2.577, 4.419, 0.315], [-4.146, 2.786, -1.222], [-3.309, 0.288, -0.547], [-0.043, 1.479, -1.408], [0.677, 0.971, -2.950], [2.140, 0.162, -3.064], [-0.081, 1.373, -4.056], [0.350, 1.089, -5.382], [0.651, 0.865, -6.474], [-1.357, 1.996, -3.937], [-2.393, 2.503, -3.873], [-3.240, -2.681, 0.440], [-2.492, -2.142, -0.351], [-1.575, -1.283, -0.023], [-2.644, -2.383, -1.838], [-3.867, -2.919, -2.302], [-4.039, -3.072, -3.645], [-2.997, -2.712, -4.529], [-3.099, -2.817, -5.937], [-2.050, -2.449, -6.729], [-0.845, -1.976, -6.160], [-0.713, -1.877, -4.805], [-1.797, -2.224, -3.964], [-1.652, -2.059, -2.621], [-4.628, -3.178, -1.581], [-4.966, -3.464, -4.048], [-4.023, -3.182, -6.370], [-2.140, -2.512, -7.806], [-0.029, -1.659, -6.795], [0.205, -1.512, -4.349], [1.147, -2.728, -1.577], [1.864, -1.992, -0.718], [1.197, -1.066, -0.065], [3.205, -2.222, -0.429], [3.193, -4.267, 1.404], [0.283, -2.312, -1.932], [1.660, -3.322, -2.207], [3.707, -1.502, 0.197], [3.792, -2.814, -1.111]], "forces_ev_per_angstrom": [[0.0, 0.5, 0.0], [0.0, 0.0, 0.0], [0.0, 0.0, 0.0], [0.0, 0.0, 0.0], [0.0, 0.0, 0.0], [0.0, 0.0, 0.1], [-0.1, 0.0, -0.2], [0.0, 0.0, 0.0], [0.0, 0.0, -0.1], [0.0, 0.0, 0.0], [0.0, 0.0, 0.0], [0.0, 0.0, 0.0], [0.0, 0.0, 0.0], [0.0, -0.1, 0.0], [-0.2, 0.1, 0.0], [0.0, 0.0, 0.1], [0.0, 0.0, 0.1], [0.0, 0.1, 0.1], [0.1, -0.2, -0.2], [0.0, 0.0, 0.0], [0.0, 0.0, 0.0], [0.1, 0.0, 0.0], [0.0, 0.0, -0.1], [0.0, 0.0, 0.0], [0.0, 0.0, 0.0], [-0.1, 0.0, 0.1], [0.0, 0.0, 0.0], [0.0, 0.0, 0.0], [0.0, 0.0, 0.0], [0.0, 0.0, 0.0], [0.0, 0.0, 0.0], [0.0, 0.0, 0.0], [0.0, 0.0, 0.0], [0.0, 0.0, 0.0], [0.0, 0.0, 0.0], [0.0, 0.0, 0.0], [0.0, 0.0, 0.0], [0.0, 0.0, 0.0], [0.0, 0.0, 0.0], [0.0, 0.0, 0.0], [0.0, 0.0, 0.0], [0.0, 0.0, 0.0], [0.0, 0.0, 0.0], [0.0, 0.0, 0.0], [0.1, 0.0, 0.3], [0.0, -0.1, -0.1], [0.0, 0.0, 0.1], [-0.1, -0.2, 0.0], [0.0, 0.1, 0.0], [0.0, 0.0, 0.0], [0.0, 0.0, 0.0], [0.0, 0.0, 0.0], [0.0, 0.0, 0.0], [-0.1, 0.1, 0.1], [0.1, -0.1, -0.2], [0.0, 0.0, 0.0], [0.0, 0.0, 0.0], [0.0, 0.0, 0.0], [0.0, 0.0, 0.0], [0.0, 0.0, 0.0], [0.0, 0.0, 0.0], [0.0, 0.0, 0.0], [0.1, 0.0, 0.0], [0.1, 0.0, 0.0], [0.1, 0.0, 0.0], [0.0, 0.0, 0.0], [0.0, 0.0, 0.0], [0.0, 0.0, 0.0], [0.0, 0.0, 0.0], [0.0, 0.0, 0.0], [-0.1, 0.0, -0.1], [-0.1, 0.1, -0.1], [-0.1, 0.0, 0.0], [0.2, -0.2, -0.2], [0.0, 0.1, 0.0], [0.0, 0.0, 0.0], [0.0, -0.2, 0.1], [0.0, 0.0, 0.0], [0.0, 0.0, 0.0], [0.0, 0.0, 0.0]]}